A:
Entry from the OMol25 dataset: one molecule with the formula C12H14N2 (ωB97M-V/def2-TZVPD).

HOMO-LUMO gap	8.668	eV
SMILES	c1ccc2c(c1)cc1n2CCCNC1
LUMO	0.7	eV
total charge	0

Geometry (Å):
1 C -4.07 0.03 -0.17
2 C -3.41 -1.30 -0.20
3 C -2.00 -1.33 -0.07
4 C -1.20 -0.21 -0.03
5 C -1.81 1.15 0.00
6 C -3.30 1.30 -0.17
7 C -0.65 1.96 0.02
8 C 0.45 1.31 0.14
9 N 0.12 -0.09 -0.09
10 C 0.87 -1.35 0.20
11 C 2.25 -1.03 0.60
12 C 3.12 -0.60 -0.59
13 N 2.61 0.69 -0.91
14 C 1.98 1.52 0.33
15 H -5.33 0.15 0.00
16 H -3.89 -2.33 -0.22
17 H -1.47 -2.35 0.03
18 H -3.89 2.33 -0.32
19 H -0.41 3.07 0.33
20 H 0.42 -1.86 1.09
21 H 0.69 -1.79 -0.85
22 H 2.84 -1.82 1.44
23 H 2.17 -0.31 1.54
24 H 4.43 -0.48 -0.55
25 H 2.96 -1.29 -1.68
26 H 1.85 0.43 -1.55
27 H 2.43 1.47 1.37
28 H 2.26 2.75 0.32



B:
Entry from the OMol25 dataset: one molecule with the formula C12H14N2 (ωB97M-V/def2-TZVPD).

HOMO-LUMO gap	8.779	eV
SMILES	c1ccc2c(c1)cc1n2CCCNC1
LUMO	0.9	eV
total charge	0

Geometry (Å):
1 C 4.03 0.14 0.09
2 C 3.43 -1.14 0.22
3 C 2.13 -1.46 -0.08
4 C 1.32 -0.24 0.01
5 C 1.79 1.01 -0.05
6 C 3.17 1.24 0.03
7 C 0.69 1.99 -0.02
8 C -0.42 1.17 -0.14
9 N -0.09 -0.17 -0.04
10 C -0.92 -1.24 0.27
11 C -2.16 -1.25 -0.61
12 C -3.24 -0.48 0.15
13 N -2.81 0.73 0.62
14 C -1.90 1.58 -0.28
15 H 5.13 0.24 0.14
16 H 4.07 -1.98 0.14
17 H 1.85 -2.59 -0.20
18 H 3.53 2.20 -0.34
19 H 0.87 3.04 -0.11
20 H -0.35 -2.17 0.13
21 H -1.29 -1.18 1.34
22 H -2.63 -2.16 -0.91
23 H -1.76 -0.68 -1.49
24 H -4.09 -0.31 -0.59
25 H -3.62 -1.25 0.97
26 H -2.48 0.82 1.66
27 H -2.35 1.57 -1.21
28 H -1.90 2.56 0.30



Here are the energies relative to the best structure, in eV: A 4.765; B 0.000.



A:
Entry from the OMol25 dataset: a 2-piece molecular cluster, C14H16O2 overall (ωB97M-V/def2-TZVPD).

HOMO-LUMO gap	9.161	eV
SMILES	Cc1ccc(O)cc1.Cc1ccc(O)cc1
LUMO	0.8	eV
total charge	0

Geometry (Å):
1 C 2.85 -2.83 -1.67
2 C 2.62 -1.68 -0.73
3 C 1.63 -0.74 -0.99
4 C 1.40 0.35 -0.17
5 C 2.23 0.57 0.92
6 O 2.20 1.78 1.55
7 C 3.07 -0.47 1.34
8 C 3.35 -1.49 0.44
9 H 3.74 -3.41 -1.42
10 H 3.04 -2.39 -2.65
11 H 2.01 -3.52 -1.74
12 H 1.18 -0.70 -1.98
13 H 0.72 1.15 -0.43
14 H 2.38 1.67 2.49
15 H 3.49 -0.51 2.33
16 H 4.08 -2.24 0.73
17 C -1.03 2.02 1.72
18 C -1.85 1.34 0.65
19 C -1.80 -0.05 0.50
20 C -2.68 -0.61 -0.42
21 C -3.57 0.17 -1.14
22 O -4.46 -0.47 -1.98
23 C -3.60 1.54 -1.01
24 C -2.73 2.11 -0.08
25 H -1.49 1.81 2.70
26 H -0.89 3.10 1.63
27 H 0.01 1.70 1.81
28 H -1.19 -0.66 1.15
29 H -2.72 -1.69 -0.54
30 H -4.90 -1.20 -1.53
31 H -4.26 2.16 -1.59
32 H -2.79 3.17 0.08



B:
Entry from the OMol25 dataset: a 2-piece molecular cluster, C14H16O2 overall (ωB97M-V/def2-TZVPD).

HOMO-LUMO gap	8.882	eV
SMILES	Cc1ccc(O)cc1.Cc1ccc(O)cc1
LUMO	0.8	eV
total charge	0

Geometry (Å):
1 C 0.78 -3.08 3.08
2 C 0.69 -2.59 1.66
3 C -0.45 -2.75 0.88
4 C -0.45 -2.45 -0.48
5 C 0.70 -1.97 -1.06
6 O 0.65 -1.67 -2.39
7 C 1.84 -1.73 -0.31
8 C 1.81 -2.05 1.04
9 H 0.35 -2.29 3.71
10 H 1.78 -3.35 3.42
11 H 0.10 -3.90 3.24
12 H -1.38 -3.17 1.25
13 H -1.25 -2.79 -1.11
14 H 1.42 -1.95 -2.89
15 H 2.65 -1.21 -0.82
16 H 2.69 -1.86 1.63
17 C -2.54 3.40 1.58
18 C -1.59 2.81 0.56
19 C -1.63 3.15 -0.79
20 C -0.77 2.56 -1.72
21 C 0.25 1.74 -1.26
22 O 1.36 1.47 -2.00
23 C 0.17 1.22 0.03
24 C -0.75 1.76 0.91
25 H -2.83 2.56 2.22
26 H -3.40 3.80 1.05
27 H -2.14 4.19 2.18
28 H -2.17 4.02 -1.13
29 H -0.96 2.68 -2.77
30 H 1.55 2.13 -2.65
31 H 0.84 0.45 0.24
32 H -0.79 1.35 1.91



Here are the energies relative to the best structure, in eV: A 0.000; B 0.147.